1.
103
Properties=species:S:1:pos:R:3:forces:R:3:mulliken_charge:R:1 method="wB97M-V/def2-TZVPD" homo_ev=-9.349 total_charge=0 lumo_energy_ev=0.2 orbital_gap_ev=9.517 smiles="CCCO[C@](CC(=O)Br)(O[C@@H]([C@@H](OC#N)OCCc1ccccc1)[C@H](F)CC)C(F)(F)C(F)(F)F.CC#N.CC#N.CC#N.CC#N.CC#N.CC#N.CC#N"
Br -3.334637 0.922602 -0.330153 0.2 -0.1 0.1 -0.14
F 1.617660 -2.027763 -2.143966 -0.3 0.1 0.0 -0.34
F -0.670224 -2.985572 -3.205872 0.0 0.4 -0.1 -0.24
F -1.470094 -0.956107 -3.427447 0.1 -0.2 0.1 -0.24
F -2.291717 -4.279038 -1.589441 -0.1 -0.1 0.2 -0.43
F 0.946618 0.016711 -2.393320 -0.1 -0.2 0.1 -0.27
F 0.376546 -1.527367 -4.418430 -0.4 0.0 0.3 -0.24
O -1.383738 -1.946813 -0.832423 0.3 0.1 0.3 -0.08
O -1.308528 1.582952 -2.004159 0.0 0.0 0.0 -0.43
O -3.263394 -3.155723 2.123238 0.0 0.0 0.0 -0.51
O -1.601339 -1.574318 2.226728 0.0 0.1 -0.5 -0.04
O 0.674578 -1.715852 0.322272 0.1 -0.3 0.0 -0.38
N -3.990651 2.297620 9.215236 0.0 0.0 0.0 -0.45
N -2.480915 -1.111691 6.906647 -0.1 -0.1 0.0 -0.49
N 7.347281 6.829310 -5.304386 0.0 0.0 0.0 -0.43
N 2.960121 -0.841424 -9.699701 0.0 0.1 -0.1 -0.41
N 4.611286 2.776029 -7.218687 -0.1 -0.1 0.0 -0.48
N -5.654801 -2.742074 2.360716 0.0 0.0 0.1 -0.60
N 3.848610 4.299773 -2.552663 0.0 -0.1 0.0 -0.48
N 0.452454 5.029661 -5.890325 0.0 0.0 -0.1 -0.49
C 2.402781 2.833021 -8.602198 0.0 -0.1 0.0 -0.61
C -5.289225 -3.976504 -1.416253 0.4 0.2 0.6 -1.40
C -3.378015 -0.441239 6.653149 0.0 0.0 0.0 0.54
C -0.217353 0.262946 4.523628 0.2 0.0 -0.5 0.15
C -0.445529 0.208614 -0.242372 -0.4 -0.6 1.0 0.99
C -2.537711 -2.082474 1.374998 0.4 0.3 0.4 -0.88
C 2.509141 -1.466464 -7.211594 0.0 0.0 0.0 -0.54
C 0.812483 0.634207 6.659912 -0.1 0.0 0.1 -0.85
C 3.640229 2.803446 -7.830749 0.0 0.0 0.0 0.45
C -0.369174 -1.693787 -3.294525 0.5 -0.1 -0.3 0.52
C -4.520046 -2.930604 2.273084 -0.1 -0.1 -0.2 0.75
C -2.951799 -3.672848 -0.510217 0.4 0.3 -0.5 -0.68
C 2.761032 -1.123759 -8.605978 0.0 0.0 0.1 0.24
C -1.897662 -2.782829 0.177930 -0.8 -0.8 0.2 2.14
C 0.514630 -1.233341 -2.095815 0.2 -0.3 -0.4 0.77
C 1.852896 -0.195962 6.304791 0.6 -0.1 0.2 -0.39
C 1.193188 -3.769540 1.574696 0.2 -0.4 0.0 -0.02
C 0.738600 -5.227196 1.430110 -0.2 0.5 0.4 -1.44
C 0.785020 2.976559 -4.321515 0.1 0.0 0.0 0.14
C 7.639365 7.721877 -2.874267 0.0 0.0 0.0 -0.77
C -3.607703 1.482020 9.925964 0.0 0.0 0.0 0.40
C 4.440662 5.205595 -4.922460 0.0 0.0 0.1 -0.26
C -0.154944 -1.262222 -0.667666 -0.2 1.1 -0.1 0.56
C 0.843608 -0.564567 4.176157 0.0 -0.1 -0.3 0.19
C 1.880947 -0.794580 5.057182 -0.2 0.0 -0.1 -0.84
C -4.161915 -2.957842 -1.072197 -0.6 -1.0 -0.4 0.02
C -1.335929 0.488798 3.542927 -0.3 0.0 0.5 -0.97
C -3.115511 0.449213 10.829102 0.0 0.0 0.0 -0.76
C 0.592013 4.122655 -5.200483 0.0 0.0 0.1 0.11
C -1.491592 0.942840 -1.030664 0.1 0.4 -0.6 -0.12
C -4.506399 0.427468 6.343057 -0.1 -0.1 0.0 -0.83
C -0.220215 0.857658 5.767584 -0.2 0.3 0.1 -0.32
C 4.118007 4.689189 -3.598988 0.0 0.1 0.0 0.37
C 7.479435 7.226791 -4.236234 0.0 0.0 0.0 0.41
C 1.250675 -3.040640 0.234856 0.1 -0.3 -0.1 -0.69
C -2.149195 -0.777161 3.285459 0.1 0.1 0.6 -0.43
H 2.694634 -1.440659 4.764206 0.1 0.0 0.1 0.44
H 2.196828 -3.784180 1.997519 0.0 0.2 0.2 0.59
H -6.152555 -3.786229 -0.784287 -0.2 0.1 -0.1 0.36
H -2.126357 -1.376759 4.194925 -0.1 -0.1 0.0 0.29
H 1.357872 -5.783305 0.732494 0.0 -0.1 -0.1 0.35
H -5.357298 -0.168828 6.017689 0.0 0.0 0.0 0.36
H -2.871486 -0.446505 10.260297 0.0 0.0 0.0 0.26
H -2.222005 0.802973 11.339136 0.0 0.0 0.0 0.27
H 1.815721 -0.749702 -6.775929 0.0 0.0 0.0 0.10
H -4.237618 1.128246 5.554069 0.0 0.0 0.0 0.20
H 8.031861 8.736405 -2.894948 0.0 0.0 0.0 0.29
H -3.857526 -2.483328 -2.000457 0.2 0.5 0.2 0.22
H -4.580297 -2.236826 -0.377267 0.2 0.3 0.0 0.25
H 0.845616 -1.026033 3.195700 0.0 0.0 -0.1 0.42
H -0.976523 0.949426 2.625581 0.0 -0.1 -0.1 0.29
H 2.470879 3.589366 -9.380766 0.0 0.0 0.0 0.30
H -3.216332 -4.498030 0.145250 -0.1 0.1 0.2 0.63
H -5.567370 -3.938621 -2.462464 -0.1 0.0 -0.1 0.37
H 3.974091 4.590667 -5.685802 0.0 0.0 0.0 -0.20
H 0.939656 2.081144 -4.921906 0.0 0.0 0.0 0.07
H 0.769081 -5.698123 2.410280 0.1 -0.2 0.0 0.44
H -2.024795 1.206920 3.992802 0.0 0.1 -0.1 0.52
H 6.676611 7.720182 -2.366849 0.0 0.0 0.0 0.27
H 5.516211 5.196040 -5.073325 0.0 0.0 -0.1 0.24
H -1.180716 -3.492748 0.583746 0.4 0.3 0.0 -1.42
H -0.085468 2.830940 -3.686312 0.0 0.0 0.0 0.12
H -1.043217 1.503901 6.042392 0.0 0.1 0.1 0.45
H 0.474529 0.780233 -0.195721 0.1 0.1 -0.4 0.74
H -0.302564 -5.270202 1.112214 0.0 -0.1 -0.2 0.24
H 1.660482 3.139157 -3.693032 0.0 0.0 0.0 0.10
H -3.878644 0.211076 11.567120 0.0 0.0 0.0 0.30
H 4.076902 6.227727 -5.011941 0.0 0.0 0.0 0.28
H 8.329985 7.081719 -2.329454 0.0 0.0 0.0 0.26
H 3.442105 -1.444263 -6.652129 0.0 0.0 0.0 0.31
H 1.565878 3.073540 -7.947667 0.0 0.1 0.0 0.16
H 2.285228 -2.940611 -0.080677 0.1 0.1 0.0 0.59
H 2.668101 -0.378443 6.991644 0.0 0.0 0.1 0.37
H 0.547793 -3.263805 2.290132 -0.1 0.2 -0.1 -0.14
H -0.794698 0.109677 0.780057 -0.1 -0.1 0.0 -1.46
H -3.196547 -0.519028 3.107579 0.0 -0.1 -0.4 0.47
H 0.786700 1.097934 7.634382 0.0 0.0 0.1 0.41
H -3.276821 -1.327713 1.115432 -0.1 -0.1 -0.2 0.63
H -4.774299 0.984592 7.237613 0.0 0.1 0.0 0.28
H 0.758093 -3.627199 -0.541521 -0.2 0.1 0.0 0.36
H 2.238371 1.857313 -9.058173 0.0 0.0 -0.1 0.19
H -4.965499 -4.986224 -1.170053 0.0 -0.1 -0.2 0.34
H 2.075463 -2.462117 -7.145832 0.0 0.0 0.0 0.33

2.
91
Properties=species:S:1:pos:R:3:forces:R:3:mulliken_charge:R:1 method="wB97M-V/def2-TZVPD" homo_ev="-10.834 / -12.902" e_above_lowest_kcal_mol=0.0 total_charge=+2 multiplicity=5 lumo_energy_ev="-5.6 / -9.0" orbital_gap_ev="5.263 / 3.915"
Pt 0.081164 0.933824 -0.070399 -0.7 -0.5 4.1 1.25
P -1.448029 -0.584225 -0.834692 0.2 -1.2 -0.9 -0.40
P 1.893335 -0.576655 -0.256462 2.0 1.0 -0.7 -0.21
N 0.012467 -0.858780 4.843555 2.3 -1.9 -1.7 0.25
N 2.700747 -1.608929 0.858411 -0.1 0.2 0.4 0.81
N 3.443093 0.239855 -0.804239 -1.4 0.2 -0.3 0.98
N -2.828282 0.592427 -1.416574 -2.6 1.4 0.3 1.27
N -2.534974 -1.499558 0.209810 0.4 -0.4 0.3 0.79
C -4.275013 -2.634319 1.128840 0.9 0.6 -0.7 -1.36
C -1.061576 0.547287 3.141168 -0.9 0.2 -0.2 1.45
C 1.181359 -1.684971 -1.507048 -0.2 -0.4 -0.4 -0.59
C 4.209517 -3.214655 1.392343 -0.8 0.6 -0.5 -0.73
C 0.676504 2.025944 -2.512136 1.3 0.5 -1.0 -1.27
C 3.593175 -1.065757 1.815770 0.1 -1.0 0.0 -0.54
C 4.876668 1.934564 -1.319366 -1.1 -0.6 0.3 -1.01
C -3.259074 -2.480876 2.129306 0.7 0.4 -1.2 -0.73
C -0.117438 2.943068 -3.408586 -0.5 -0.1 0.0 -1.44
C 0.226875 -0.053376 3.636972 -0.2 1.3 0.3 -0.70
C 5.494406 0.695133 -1.670165 -0.9 -0.6 0.4 -0.80
C 1.450785 1.063339 -3.056855 0.8 0.5 0.4 -0.01
C -1.516971 0.921323 -3.894548 -0.9 -0.3 -0.9 0.05
C -2.438203 1.734824 1.577052 -0.7 -0.1 0.1 0.38
C 4.599322 -0.322885 -1.367320 0.3 0.5 0.1 -0.75
C 4.511918 -2.036203 2.156285 -0.8 0.5 -0.4 -0.88
C -0.973289 2.195765 -4.459790 0.1 0.2 -0.2 -1.42
C -3.545556 1.672895 2.446921 0.5 0.0 0.3 -0.63
C -0.352879 -1.964088 -1.420632 0.5 -1.1 0.7 -1.89
C -2.189075 -1.834305 1.519296 -1.2 -0.2 0.0 -0.47
C 1.454209 0.456108 -4.427927 0.2 0.1 -0.6 -1.51
C -3.376529 1.110336 3.717669 0.2 0.0 -0.3 -1.19
C 1.126759 -0.902671 5.765904 -0.2 0.9 1.2 -0.77
C 3.608389 1.637491 -0.852122 0.9 -0.2 0.0 -0.27
C 1.202843 1.982651 1.337122 0.6 0.8 0.3 -1.58
C -3.576291 2.717564 -1.834416 -2.2 -0.3 -0.6 -0.70
C -2.468495 1.945264 -1.517486 0.0 -1.8 0.5 -1.34
C -0.922012 -0.277051 -3.830649 -0.9 -0.2 -1.6 -0.82
C -2.115764 0.620322 4.078239 0.0 0.1 -0.6 -0.94
C 0.336465 -0.605527 -4.593188 0.4 -0.1 0.2 -1.24
C 3.117613 -2.931176 0.599663 0.5 0.0 0.6 -0.50
C -4.666191 1.819660 -1.969553 0.7 2.6 -0.2 -1.08
C -3.790139 -2.068915 -0.047443 0.2 0.0 1.2 -0.68
C -0.619472 -2.146482 4.691867 -1.4 -0.5 0.7 -0.64
C -1.272019 1.047087 1.832666 1.1 -0.2 -0.4 -0.44
C -4.185115 0.530781 -1.731110 2.7 -0.6 0.9 -0.34
H -0.392535 2.012177 -5.377540 -0.3 0.1 0.4 0.37
H 0.103470 -0.721508 -5.664218 -0.1 0.2 0.3 0.51
H 1.708243 1.194549 1.921762 0.1 0.8 -0.1 0.03
H 4.693175 -1.392937 -1.464509 0.1 0.0 0.1 0.48
H 1.970941 -1.514952 5.392109 -0.5 0.1 -0.2 0.35
H -0.568394 -2.808296 -0.750832 0.3 0.0 -0.2 0.46
H -5.235019 -3.096474 1.268468 -0.1 -0.1 -0.1 0.48
H -3.562247 3.798693 -1.932014 -0.2 -0.3 -0.1 0.56
H -0.705296 -2.241792 -2.412173 0.3 -0.4 0.1 1.00
H -4.202006 1.068295 4.431079 0.3 0.1 -0.3 0.44
H 0.906249 0.756020 3.941749 -0.1 -0.2 -0.2 0.81
H 0.733621 -1.589898 -4.312294 -0.2 0.2 0.1 0.37
H 2.797520 2.296710 -0.604514 0.2 -0.1 0.1 0.20
H 4.743352 -4.152796 1.408973 -0.1 0.1 0.0 0.50
H 2.578126 -3.554216 -0.098658 0.2 0.0 0.2 0.50
H 2.325139 0.721975 -2.524596 -0.4 0.0 0.4 1.36
H -3.300641 -2.815054 3.155154 -0.1 -0.1 -0.1 0.50
H 0.034501 -2.897260 4.205045 0.1 0.6 0.1 0.34
H -1.942355 0.231055 5.094097 -0.2 0.3 -0.4 0.51
H 3.485543 -0.036304 2.130007 0.2 -0.1 -0.1 0.49
H -1.823623 2.838517 -4.734302 0.3 -0.2 0.0 0.47
H -0.774298 3.576047 -2.805351 0.1 0.1 -0.1 0.35
H -0.855603 -2.519692 5.701528 0.1 0.0 -0.4 0.45
H 2.431427 -0.037482 -4.583705 -0.4 0.2 0.1 0.41
H -4.511894 2.082051 2.130616 0.5 0.0 0.2 0.46
H 6.479486 0.577003 -2.100646 -0.1 -0.1 0.1 0.48
H 0.499114 2.523044 1.987815 0.5 -0.1 -0.2 0.54
H -1.220596 -1.557704 1.902335 -0.2 0.0 -0.1 0.87
H -4.723597 -0.402786 -1.727306 0.0 0.2 0.0 0.36
H 1.926569 2.685552 0.915228 -0.1 -0.2 0.4 0.73
H -5.693924 2.081037 -2.187701 0.1 -0.1 -0.1 0.54
H 5.299536 2.929064 -1.376359 -0.1 -0.2 -0.1 0.51
H 1.478141 0.119476 5.947058 0.0 -0.3 0.0 0.39
H 0.931284 2.458401 -1.521990 0.2 -0.2 -0.5 1.44
H -1.541836 -1.142634 -3.554721 0.2 0.6 -0.2 1.31
H -1.553470 -2.076300 4.128368 0.3 0.1 0.0 0.03
H -2.592446 0.954339 -3.729570 0.3 -0.1 0.2 0.94
H 0.594881 3.604839 -3.929563 -0.2 -0.1 0.3 0.52
H 1.727229 -2.627754 -1.482086 -0.1 0.0 -0.3 1.19
H -2.514657 2.326477 0.670911 -0.3 -0.2 0.1 0.36
H -4.183038 -2.084387 -1.047435 -0.1 -0.1 0.1 0.73
H 1.403484 -1.203806 -2.464400 0.1 -0.2 0.3 -0.69
H 0.778279 -1.336490 6.715350 0.2 0.1 -0.3 0.36
H -1.472337 2.285868 -1.203968 -0.5 -0.2 -0.4 0.67
H 5.331336 -1.911050 2.848840 -0.1 0.0 0.0 0.52
H 1.393680 1.206446 -5.231735 -0.1 -0.2 0.4 0.40
H 0.750231 -0.622145 2.849534 -0.1 -0.4 0.4 0.03

3.
92
Properties=species:S:1:pos:R:3:forces:R:3:mulliken_charge:R:1 method="wB97M-V/def2-TZVPD" homo_ev="-4.003 / -6.193" e_above_lowest_kcal_mol=6.1 total_charge=0 multiplicity=7 lumo_energy_ev="0.0 / 0.0" orbital_gap_ev="3.967 / 6.150"
Tb 0.667123 0.593927 -0.606899 -0.9 -0.2 0.5 -0.57
S 2.833034 2.481749 -0.007233 0.5 0.8 0.4 0.17
S 1.372999 1.894683 -3.007966 0.1 0.9 -0.1 0.44
S 4.861177 1.227680 -1.916592 -0.3 -0.7 -0.3 0.08
S -0.135926 3.451441 -0.376980 -0.3 0.6 0.0 0.21
P -2.302057 -0.235866 0.358247 1.3 0.4 -0.5 0.70
Si 2.600804 -1.525583 -0.384614 0.7 -0.1 0.2 0.94
Si -0.729198 -2.571947 1.115252 -0.7 -1.2 -0.5 -0.11
N -0.854549 -0.999488 0.357669 -1.1 -0.5 0.2 1.35
C -1.424710 0.693219 2.906403 0.1 -0.7 -0.4 -0.54
C -1.855441 -3.923146 0.282154 -0.6 1.3 0.3 -1.17
C -2.434284 0.864333 -1.049814 -0.4 -0.3 2.9 1.42
C 0.911158 -4.618253 2.027370 -0.4 0.6 -1.1 -0.53
C 3.066177 -5.284663 1.247091 0.6 1.0 -0.4 -0.66
C -5.860454 -3.144983 0.165043 -0.5 -1.0 0.0 -0.69
C 2.960680 1.551208 -3.820087 -0.6 -0.4 -0.6 -0.69
C -2.855828 1.926228 4.427151 0.7 -0.7 0.7 -0.58
C -3.741123 -1.334128 0.293610 0.4 0.5 1.9 0.61
C -2.224491 1.078148 -3.454486 0.5 -1.1 1.5 -0.89
C -5.362346 -2.698241 1.387579 -0.4 -0.2 0.8 -0.67
C -5.316901 -2.624370 -0.993953 0.3 0.5 -0.2 -0.55
C -1.170594 -2.657925 2.943921 -0.3 0.2 0.1 -1.31
C -3.333851 1.879663 -3.516413 -0.8 0.7 -1.0 -1.12
C -1.813551 0.518298 -2.239679 1.0 0.0 -1.9 -0.36
C 1.458654 3.708477 -2.688985 -0.7 0.0 -1.1 -0.71
C -3.446481 1.877345 -1.096461 -0.5 0.9 -0.8 -0.98
C 4.595476 2.694640 0.417147 0.4 1.1 1.4 -0.78
C 0.905355 -3.492655 1.140206 0.4 0.0 1.2 0.05
C 3.174965 -4.070879 0.540264 -1.1 -1.1 1.0 -0.85
C 2.089549 -3.173172 0.509789 1.3 0.4 -1.0 0.61
C 0.214518 4.224663 -1.990793 -0.9 -0.6 -0.2 -0.93
C 0.936003 4.333323 0.822499 -0.5 0.1 -0.8 -0.92
C -3.870958 2.391723 -2.316659 0.0 -0.6 1.4 -0.58
C 3.348116 -2.122815 -2.095521 -0.4 -0.2 0.4 -1.49
C -1.638223 1.230399 4.156712 -0.8 1.3 0.1 -1.08
C -3.845181 1.927619 3.459394 -0.5 0.1 -0.4 -0.98
C 4.173991 -1.005400 0.710825 -0.1 0.4 -1.1 -1.13
C -2.455916 0.628820 1.967842 -0.6 0.5 -0.4 0.59
C -4.306865 -1.670279 -0.897600 -0.1 -0.6 -1.1 -0.64
C 4.183688 2.249881 -3.266676 0.7 -0.7 0.0 -0.62
C -4.290934 -1.823565 1.485297 -0.5 -0.5 -0.5 -0.28
C 5.512961 2.417115 -0.763042 0.6 0.5 -0.1 -0.82
C 1.946850 -5.519931 2.065481 0.6 -0.2 -0.8 -0.82
C 2.029557 3.423318 1.338337 0.8 0.1 0.5 -0.69
C -3.673585 1.246288 2.255130 0.5 -0.9 0.1 -0.41
H -4.796260 2.431896 3.599608 0.1 -0.1 0.3 0.42
H -6.620697 -3.973480 0.172992 0.7 1.1 -0.2 0.29
H 2.339746 3.976108 -2.134503 0.3 0.0 0.2 0.32
H 3.018722 -3.155070 -2.255616 0.2 0.0 0.0 0.51
H -0.243577 -2.469678 3.486638 -0.1 -0.1 0.3 0.41
H -1.444750 -4.907289 0.429381 0.4 -0.4 -0.1 0.63
H -3.875816 2.229420 -0.163136 0.0 0.1 -0.2 0.33
H -0.830628 1.185325 4.876518 -0.2 0.0 0.2 0.50
H -5.841429 -3.065066 2.300482 0.3 0.0 -0.2 0.36
H 4.788021 3.757634 0.824191 -0.5 -1.5 -0.7 0.40
H 2.835208 4.010188 1.824044 -0.6 -0.3 0.0 0.55
H 1.295817 5.243737 0.311360 0.1 -0.4 0.3 0.38
H 4.433900 -2.062907 -2.176573 0.1 -0.1 0.1 0.32
H -3.893558 -1.289450 -1.818592 0.1 0.3 -0.1 0.34
H -5.569030 -2.872907 -2.016868 -0.5 -0.4 0.2 0.44
H -4.482853 0.966172 1.580385 -0.2 0.8 0.2 0.47
H 6.430378 1.942813 -0.353487 -0.3 0.6 -0.4 0.33
H 0.229896 4.641749 1.599581 0.4 0.0 0.1 0.49
H 5.105433 -0.940870 0.115767 -0.3 -0.2 0.1 0.28
H 0.015159 -4.789161 2.594693 -0.1 -0.4 0.2 0.21
H 3.901484 -5.977039 1.163285 -0.2 -0.1 0.3 0.38
H 5.749712 3.349124 -1.325825 0.1 -0.7 0.5 0.33
H 0.215753 5.323410 -1.927680 0.1 -0.4 0.1 0.52
H -1.668070 0.797205 -4.304081 0.3 -0.3 -1.1 0.51
H 4.875716 2.003996 1.227898 -0.3 0.2 -0.2 0.46
H 4.342414 -1.685731 1.520455 0.1 -0.5 0.6 0.65
H 2.941461 -1.565546 -2.938538 -0.1 0.2 -0.1 0.33
H -0.490908 0.184120 2.679595 0.0 0.1 0.1 0.67
H 4.059214 -3.773271 -0.004883 0.3 -0.4 0.0 0.35
H 4.965042 2.181244 -4.051160 -0.5 0.8 0.3 0.45
H -4.654218 3.145183 -2.375098 0.1 -0.2 0.2 0.42
H 4.031842 -0.006000 1.133535 -0.1 -0.1 0.1 -0.05
H 1.875839 -6.446738 2.627718 0.0 0.2 0.1 0.39
H -1.023632 -0.233156 -2.225720 -0.2 -0.1 -0.4 0.67
H -1.973804 -3.684937 -0.781134 0.1 -0.3 0.0 0.21
H 1.622834 2.692153 2.051229 0.1 0.3 -0.1 0.14
H -3.858695 2.054672 -4.462677 0.5 0.3 0.3 0.35
H 3.964997 3.254873 -2.873265 0.4 -0.4 -0.6 0.28
H -0.701768 3.930551 -2.554435 0.6 0.2 0.2 0.22
H 3.062462 0.443702 -3.773030 0.0 0.7 0.0 0.09
H -3.070269 2.345812 5.442001 0.4 -0.3 -1.1 0.34
H -1.523407 -3.684685 3.143615 0.1 0.5 0.1 0.38
H 1.465862 4.180847 -3.678316 0.3 0.0 0.1 0.56
H 2.779418 1.794341 -4.876617 0.4 0.1 0.2 0.47
H -3.881779 -1.588673 2.462102 -0.1 0.1 -0.2 0.28
H -2.870849 -3.954497 0.720008 0.4 0.2 -0.2 0.26
H -1.929725 -1.957020 3.294188 0.0 -0.1 0.0 0.33

Number 1: energy -5387.3366 Eh. Number 2: energy -2474.8551 Eh. Number 3: energy -4792.1161 Eh.